Entry from the Open Molecules 2025 dataset: a 11-piece molecular cluster, C38H94N2O14S3 overall (ωB97M-V with the def2-TZVPD basis set).

Last columns: bonded neighbours and bond lengths (Å).
Element x y z (Å)
1 O -1.227 0.281 5.852  S2 1.439
2 S -0.673 1.033 4.759  O1 1.439, O3 1.440, C4 1.805, C7 1.824
3 O 0.101 0.279 3.807  S2 1.440
4 C -1.802 2.124 3.868  S2 1.805, C5 1.518, H8 1.095, H9 1.088
5 C -1.870 3.410 4.672  C4 1.518, C6 1.561, H10 1.086, H11 1.092
6 C -0.356 3.732 4.870  C5 1.561, C7 1.524, H12 1.086, H13 1.098
7 C 0.258 2.453 5.426  S2 1.824, C6 1.524, H14 1.092, H15 1.091
8 H -2.727 1.538 3.863  C4 1.095
9 H -1.434 2.239 2.851  C4 1.088
10 H -2.370 4.228 4.160  C5 1.086
11 H -2.233 3.238 5.688  C5 1.092
12 H -0.064 4.630 5.408  C6 1.086
13 H -0.012 3.868 3.836  C6 1.098
14 H 0.172 2.391 6.513  C7 1.092
15 H 1.323 2.327 5.225  C7 1.091
16 O 3.379 -0.944 -0.704  S17 1.458
17 S 3.820 -2.157 -1.381  O16 1.458, O18 1.462, C19 1.807, C22 1.805
18 O 2.996 -2.678 -2.470  S17 1.462
19 C 5.493 -1.881 -2.006  S17 1.807, C20 1.550, H23 1.086, H24 1.088
20 C 6.464 -2.607 -1.039  C19 1.550, C21 1.563, H25 1.090, H26 1.088
21 C 5.699 -3.825 -0.428  C20 1.563, C22 1.528, H27 1.089, H28 1.087
22 C 4.244 -3.433 -0.177  S17 1.805, C21 1.528, H29 1.092, H30 1.089
23 H 5.571 -0.811 -2.171  C19 1.086
24 H 5.650 -2.433 -2.930  C19 1.088
25 H 7.279 -3.057 -1.606  C20 1.090
26 H 6.970 -1.996 -0.295  C20 1.088
27 H 6.150 -4.061 0.535  C21 1.089
28 H 5.773 -4.717 -1.046  C21 1.087
29 H 4.072 -2.996 0.809  C22 1.092
30 H 3.452 -4.179 -0.232  C22 1.089
31 O 3.190 -1.581 5.067  S32 1.448
32 S 3.733 -0.287 4.711  O31 1.448, O33 1.457, C34 1.787, C37 1.809
33 O 3.467 0.821 5.619  S32 1.457
34 C 5.480 -0.391 4.353  S32 1.787, C35 1.529, H38 1.096, H39 1.084
35 C 5.740 0.471 3.118  C34 1.529, C36 1.558, H40 1.090, H41 1.089
36 C 4.398 0.959 2.496  C35 1.558, C37 1.528, H42 1.085, H43 1.098
37 C 3.265 0.066 2.999  S32 1.809, C36 1.528, H44 1.093, H45 1.088
38 H 5.402 -1.437 4.035  C34 1.096
39 H 6.051 -0.289 5.269  C34 1.084
40 H 6.310 1.352 3.412  C35 1.090
41 H 6.329 -0.095 2.398  C35 1.089
42 H 4.462 1.197 1.440  C36 1.085
43 H 4.155 1.896 3.016  C36 1.098
44 H 3.293 -0.832 2.376  C37 1.093
45 H 2.251 0.455 3.055  C37 1.088
46 C 1.601 0.610 -3.678  O47 1.408, H52 1.091, H53 1.098, H54 1.090
47 O 1.649 0.587 -5.085  C46 1.408, C48 1.428
48 C 0.497 0.010 -5.702  O47 1.428, C49 1.512, H55 1.097, H56 1.086
49 C 0.381 -1.467 -5.400  C48 1.512, C50 1.508, N51 1.497, H57 1.097
50 C 1.550 -2.283 -5.891  C49 1.508, H58 1.092, H59 1.089, H60 1.105
51 N -0.870 -1.925 -6.083  C49 1.497, H61 1.012, H62 1.008
52 H 2.045 -0.293 -3.258  C46 1.091
53 H 0.591 0.694 -3.256  C46 1.098
54 H 2.137 1.503 -3.357  C46 1.090
55 H -0.349 0.538 -5.243  C48 1.097
56 H 0.584 0.188 -6.770  C48 1.086
57 H 0.170 -1.804 -4.378  C49 1.097
58 H 1.462 -2.521 -6.953  C50 1.092
59 H 1.977 -3.006 -5.197  C50 1.089
60 H 2.435 -1.624 -5.951  C50 1.105
61 H -1.664 -1.372 -5.786  N51 1.012
62 H -1.042 -2.914 -6.003  N51 1.008
63 C 1.052 1.940 -0.653  O64 1.423, H69 1.091, H70 1.093, H71 1.100
64 O -0.072 1.068 -0.616  C63 1.423, C65 1.434
65 C 0.011 0.181 0.508  O64 1.434, C66 1.536, H72 1.090, H73 1.096
66 C -1.334 -0.536 0.690  C65 1.536, C67 1.539, N68 1.496, H74 1.087
67 C -1.111 -1.915 1.335  C66 1.539, H75 1.093, H76 1.092, H77 1.089
68 N -1.882 -0.893 -0.656  C66 1.496, H78 1.016, H79 1.010
69 H 1.144 2.515 0.269  C63 1.091
70 H 0.860 2.380 -1.635  C63 1.093
71 H 1.993 1.404 -0.850  C63 1.100
72 H 0.869 -0.482 0.398  C65 1.090
73 H 0.099 0.880 1.348  C65 1.096
74 H -2.037 0.117 1.202  C66 1.087
75 H -0.414 -2.449 0.684  C67 1.093
76 H -1.984 -2.570 1.319  C67 1.092
77 H -0.773 -1.891 2.370  C67 1.089
78 H -1.929 0.013 -1.115  N68 1.016
79 H -1.320 -1.511 -1.223  N68 1.010
80 C -1.488 6.092 1.717  C81 1.533, H84 1.097, H85 1.087, H86 1.093
81 C -0.729 5.006 0.947  C80 1.533, C82 1.535, O83 1.427, H87 1.093
82 C -0.925 5.114 -0.571  C81 1.535, H88 1.086, H89 1.089, H90 1.094
83 O 0.636 5.115 1.348  C81 1.427, H91 0.962
84 H -2.567 5.905 1.654  C80 1.097
85 H -1.237 7.107 1.420  C80 1.087
86 H -1.290 5.925 2.779  C80 1.093
87 H -1.047 4.029 1.321  C81 1.093
88 H -1.961 4.959 -0.857  C82 1.086
89 H -0.243 4.379 -0.995  C82 1.089
90 H -0.564 6.114 -0.825  C82 1.094
91 H 1.095 5.807 0.862  O83 0.962
92 C -1.068 -2.965 7.136  C93 1.539, H96 1.090, H97 1.091, H98 1.092
93 C -1.711 -3.732 5.967  C92 1.539, C94 1.527, O95 1.421, H99 1.091
94 C -3.237 -3.775 6.008  C93 1.527, H100 1.089, H101 1.096, H102 1.090
95 O -1.314 -3.188 4.716  C93 1.421, H103 0.962
96 H -1.782 -2.342 7.674  C92 1.090
97 H -0.262 -2.315 6.789  C92 1.091
98 H -0.552 -3.626 7.834  C92 1.092
99 H -1.294 -4.739 5.923  C93 1.091
100 H -3.657 -3.992 5.027  C94 1.089
101 H -3.590 -2.762 6.230  C94 1.096
102 H -3.656 -4.458 6.748  C94 1.090
103 H -1.282 -2.227 4.688  O95 0.962
104 C 0.798 4.515 -4.090  C105 1.541, H108 1.092, H109 1.092, H110 1.100
105 C -0.407 4.018 -4.911  C104 1.541, C106 1.508, O107 1.435, H111 1.087
106 C -1.452 3.460 -3.978  C105 1.508, H112 1.091, H113 1.096, H114 1.093
107 O -0.947 5.166 -5.583  C105 1.435, H115 0.958
108 H 0.692 4.896 -3.072  C104 1.092
109 H 1.427 5.189 -4.676  C104 1.092
110 H 1.448 3.648 -3.902  C104 1.100
111 H 0.027 3.291 -5.593  C105 1.087
112 H -2.201 4.170 -3.627  C106 1.091
113 H -1.028 3.111 -3.030  C106 1.096
114 H -1.989 2.615 -4.419  C106 1.093
115 H -0.797 5.958 -5.066  O107 0.958
116 C -6.025 2.614 1.283  C117 1.519, H120 1.094, H121 1.088, H122 1.092
117 C -4.668 2.517 0.607  C116 1.519, C118 1.516, O119 1.438, H123 1.103
118 C -4.543 1.728 -0.682  C117 1.516, H124 1.093, H125 1.094, H126 1.087
119 O -4.149 3.826 0.319  C117 1.438, H127 0.964
120 H -6.505 1.634 1.358  C116 1.094
121 H -6.701 3.263 0.729  C116 1.088
122 H -5.856 2.887 2.327  C116 1.092
123 H -3.927 2.052 1.278  C117 1.103
124 H -3.572 2.035 -1.075  C118 1.093
125 H -5.281 2.061 -1.418  C118 1.094
126 H -4.592 0.647 -0.572  C118 1.087
127 H -4.150 4.320 1.147  O119 0.964
128 C -3.264 -0.841 -3.612  C129 1.528, H132 1.096, H133 1.096, H134 1.086
129 C -4.132 -1.675 -4.553  C128 1.528, C130 1.528, O131 1.438, H135 1.097
130 C -5.612 -1.319 -4.418  C129 1.528, H136 1.089, H137 1.087, H138 1.100
131 O -3.713 -1.324 -5.882  C129 1.438, H139 0.963
132 H -3.571 -1.024 -2.575  C128 1.096
133 H -3.497 0.229 -3.640  C128 1.096
134 H -2.195 -1.002 -3.724  C128 1.086
135 H -4.022 -2.745 -4.336  C129 1.097
136 H -6.257 -1.865 -5.104  C130 1.089
137 H -5.771 -0.246 -4.487  C130 1.087
138 H -5.833 -1.684 -3.404  C130 1.100
139 H -4.209 -1.861 -6.509  O131 0.963
140 C 1.743 -6.570 0.145  C141 1.533, H144 1.093, H145 1.090, H146 1.094
141 C 0.544 -5.933 -0.570  C140 1.533, C142 1.517, O143 1.426, H147 1.093
142 C 0.838 -4.840 -1.580  C141 1.517, H148 1.097, H149 1.095, H150 1.086
143 O -0.224 -6.984 -1.151  C141 1.426, H151 0.961
144 H 2.192 -7.347 -0.478  C140 1.093
145 H 1.509 -7.055 1.093  C140 1.090
146 H 2.469 -5.800 0.421  C140 1.094
147 H -0.039 -5.488 0.241  C141 1.093
148 H 1.822 -4.939 -2.054  C142 1.097
149 H 1.005 -3.840 -1.166  C142 1.095
150 H 0.042 -4.794 -2.318  C142 1.086
151 H 0.356 -7.579 -1.634  O143 0.961

Output
gap between HOMO and LUMO	8.37	eV
electronic energy	-105076.3469	eV
highest occupied orbital energy	-8.30	eV
SMILES string	O=S1(=O)CCCC1.O=S1(=O)CCCC1.O=S1(=O)CCCC1.COC[C@H](C)N.COC[C@H](C)N.CC(C)O.CC(C)O.CC(C)O.CC(C)O.CC(C)O.CC(C)O
molecular weight	899.37	g mol⁻¹

Löwdin population analysis, charges in e, atoms 1 to 99: -0.301 0.677 -0.327 -0.237 -0.192 -0.204 -0.207 0.107 0.086 0.102 0.120 0.120 0.098 0.109 0.088 -0.343 0.685 -0.338 -0.204 -0.193 -0.190 -0.212 0.103 0.105 0.106 0.105 0.112 0.116 0.102 0.065 -0.325 0.666 -0.326 -0.224 -0.198 -0.203 -0.220 0.095 0.110 0.110 0.101 0.110 0.109 0.100 0.073 -0.113 -0.194 -0.180 -0.432 -0.061 0.033 0.072 0.085 0.074 0.112 0.137 0.125 0.082 0.066 0.076 0.017 0.069 -0.099 -0.221 -0.180 -0.369 -0.052 0.042 0.087 0.060 0.076 0.119 0.096 0.121 0.065 0.081 0.055 0.044 0.070 -0.047 -0.485 -0.035 -0.063 0.067 0.085 0.062 0.118 0.077 0.045 0.087 0.090 -0.045 -0.470 -0.061 -0.073 0.072 0.072 0.071 0.129